15
Properties=species:S:1:pos:R:3:forces:R:3 method="wB97M-V/def2-TZVPD" e_above_lowest_kcal_mol=48.1 smiles=Cc1cc(N)[nH]c1F energy_ev=-10994.221 mol_weight_g_mol=114.1 max_force_ev_per_a=4.513 e_lumo_ev=0.90 e_homo_ev=-7.94 spin_multiplicity=1
C 1.743 -1.058 1.623 0.339 -3.657 0.564
C 0.831 -0.351 0.684 -2.738 0.015 0.184
C 0.334 1.045 0.840 -0.030 -0.885 -2.553
C -0.611 1.185 -0.205 0.566 1.650 -0.415
N -1.175 2.303 -1.009 -2.491 -0.146 3.760
N -0.805 -0.020 -0.850 -1.444 3.621 -0.321
C -0.056 -0.902 -0.269 2.308 -1.874 0.878
F -0.337 -2.137 -0.740 1.138 -0.454 0.640
H 1.293 -1.395 2.719 1.183 0.981 -2.929
H 2.263 -2.012 1.097 -1.877 1.600 1.183
H 2.663 -0.534 1.703 0.547 1.121 0.841
H 0.828 1.849 1.420 -0.662 -0.730 -0.429
H -1.951 2.810 -0.364 2.285 -1.437 -2.084
H -0.465 2.983 -1.133 0.741 0.804 -0.140
H -1.182 0.037 -1.803 0.136 -0.608 0.821